Entry from OMol25: C3H6N4S in the gas phase in a non-equilibrium geometry (wB97M-V/def2-TZVPD).

Bonds (Å) are listed after each position.
Atoms and positions in Å:
1 N -0.652 -0.633 0.446  N2 1.243, S5 1.663
2 N -1.145 0.253 1.166  N1 1.243, C8 1.335
3 N -1.245 2.047 -0.269  C4 1.257, C8 1.477
4 C -0.037 2.022 0.074  N3 1.257, C8 1.432, N9 1.343
5 S -0.831 -2.277 0.623  N1 1.663, C12 1.787
6 H -0.326 -3.563 -1.289  C12 1.047
7 H 1.896 1.480 0.165  N9 1.070
8 C -0.934 1.569 1.093  N2 1.335, N3 1.477, C4 1.432, H14 1.102
9 N 1.256 2.257 -0.200  C4 1.343, H7 1.070, H10 1.043
10 H 1.504 2.327 -1.211  N9 1.043
11 H 1.127 -2.939 -0.374  C12 1.105
12 C 0.129 -2.751 -0.808  S5 1.787, H6 1.047, H11 1.105, H13 1.046
13 H 0.172 -1.930 -1.455  C12 1.046
14 H -0.914 2.138 2.037  C8 1.102

Its energy relative to the best compared isomer or geometry (same formula, charge and spin) is 4.762 eV. As for the SMILES: CS/N=N/[C@@H]1N=C1N.

---

Entry from OMol25: C21H22FNO3 in the gas phase (wB97M-V/def2-TZVPD).

Bonds (Å) are listed after each position.
Atoms and positions in Å:
1 H -2.398 0.500 3.367  C43 1.080
2 C 4.261 1.322 2.193  H13 1.086, H17 1.086, H37 1.087, C39 1.521
3 H 0.453 0.248 -5.744  C27 1.079
4 C 0.591 -2.265 1.015  N23 1.447, C30 1.526, H34 1.097, H45 1.091
5 C -2.668 -1.061 -5.583  H20 1.078, C26 1.380, C44 1.384
6 C -0.069 -0.601 2.647  O21 1.217, N23 1.352, C32 1.500
7 C 0.458 3.082 3.335  C8 1.390, H31 1.079, C33 1.386
8 C 0.711 1.772 2.950  C7 1.390, C32 1.404, O47 1.361
9 H -1.728 -0.425 -0.381  C18 1.092
10 H 1.285 0.060 -0.164  C48 1.098
11 H 2.922 3.003 1.947  C39 1.100
12 H -2.848 2.846 4.021  C19 1.079
13 H 4.367 0.460 2.845  C2 1.086
14 H 3.186 2.511 3.643  C39 1.098
15 H -1.399 -2.815 0.394  C30 1.091
16 O -2.215 -3.189 -2.050  C25 1.209
17 H 5.159 1.930 2.252  C2 1.086
18 C -0.721 -0.439 -0.803  H9 1.092, H28 1.091, C38 1.535, C48 1.532
19 C -1.856 2.546 3.720  H12 1.079, C33 1.382, C43 1.385
20 H -3.569 -1.105 -6.173  C5 1.078
21 O -0.156 -1.448 3.517  C6 1.217
22 C -1.403 -1.617 -3.598  C25 1.490, C26 1.396, C29 1.394
23 N 0.280 -0.899 1.375  C4 1.447, C6 1.352, C48 1.439
24 H 0.610 -1.880 -1.702  C38 1.095
25 C -1.405 -2.323 -2.286  O16 1.209, C22 1.490, C38 1.519
26 C -2.573 -1.687 -4.357  C5 1.380, C22 1.396, H46 1.079
27 C -0.386 -0.292 -5.336  H3 1.079, C29 1.382, C44 1.384
28 H -0.695 0.251 -1.647  C18 1.091
29 C -0.310 -0.917 -4.106  C22 1.394, C27 1.382, H36 1.078
30 C -0.394 -2.786 -0.029  C4 1.526, H15 1.091, C38 1.529, H42 1.090
31 H 1.249 3.815 3.348  C7 1.079
32 C -0.342 0.843 2.949  C6 1.500, C8 1.404, C43 1.384
33 C -0.821 3.461 3.713  C7 1.386, C19 1.382, H40 1.080
34 H 1.613 -2.302 0.619  C4 1.097
35 H 0.006 1.016 0.615  C48 1.090
36 H 0.618 -0.868 -3.559  C29 1.078
37 H 4.134 0.971 1.173  C2 1.087
38 C -0.389 -1.869 -1.252  C18 1.535, H24 1.095, C25 1.519, C30 1.529
39 C 3.052 2.141 2.618  C2 1.521, H11 1.100, H14 1.098, O47 1.414
40 H -0.999 4.485 4.009  C33 1.080
41 F -1.641 0.247 -7.250  C44 1.345
42 H -0.125 -3.801 -0.320  C30 1.090
43 C -1.608 1.235 3.348  H1 1.080, C19 1.385, C32 1.384
44 C -1.567 -0.368 -6.056  C5 1.384, C27 1.384, F41 1.345
45 H 0.540 -2.862 1.927  C4 1.091
46 H -3.409 -2.243 -3.958  C26 1.079
47 O 1.921 1.296 2.549  C8 1.361, C39 1.414
48 C 0.276 0.019 0.266  H10 1.098, C18 1.532, N23 1.439, H35 1.090

Its energy relative to the best compared isomer or geometry (same formula, charge and spin) is 0.000 eV. As for the SMILES: CCOc1ccccc1C(=O)N1CCC(C(=O)c2ccc(F)cc2)CC1.

---

Entry from OMol25: 4 unconnected molecules or ions with the total composition C3H11N2O3 in a non-equilibrium geometry (wB97M-V/def2-TZVPD).

Bonds (Å) are listed after each position.
Atoms and positions in Å:
1 C 1.776 -0.308 -1.420  H14 1.085, N15 1.386, N19 1.316
2 H -2.774 -2.137 -0.519  O12 0.961
3 H 1.097 1.594 -1.396  N19 1.029
4 H 1.988 -2.279 -0.684  N15 1.012
5 H 2.960 2.651 -2.303  O13 0.964
6 H -0.252 -1.877 0.660  C16 1.097
7 H -0.652 0.776 0.409  C9 1.065
8 H -4.959 1.647 4.543  O18 0.962
9 C -0.040 0.130 -0.177  H7 1.065, C16 1.365, N19 1.407
10 H -2.874 -1.343 0.841  O12 0.965
11 H -3.419 1.684 4.872  O18 0.958
12 O -2.284 -1.628 0.132  H2 0.961, H10 0.965
13 O 3.128 1.748 -2.013  H5 0.964, H17 0.963
14 H 2.336 -0.483 -2.334  C1 1.085
15 N 1.446 -1.424 -0.667  C1 1.386, H4 1.012, C16 1.361
16 C 0.284 -1.184 0.000  H6 1.097, C9 1.365, N15 1.361
17 H 4.062 1.665 -1.795  O13 0.963
18 O -4.086 1.343 4.276  H8 0.962, H11 0.958
19 N 0.933 0.635 -1.059  C1 1.316, H3 1.029, C9 1.407

The total charge is +1. Its energy relative to the best compared isomer or geometry (same formula, charge and spin) is 1.624 eV.

---

no.,highest occupied orbital energy (eV)
1,-8.29
2,-8.72
3,-13.58